Here is C6H12O12V as an isolated structure from OMol25. Energies are from ωB97M-V with the def2-TZVPD basis set.

Atoms and positions in Å:
O 0.8382 1.0322 1.7161
V 1.3318 0.9658 0.1381
O 0.5480 2.1911 -0.6335
C 3.9643 0.4238 0.3627
O 5.2282 0.2673 0.2819
O 3.4189 1.5794 0.2502
O 3.1919 -0.5733 0.4958
C 0.3836 -1.1766 -1.7612
O 0.8462 -2.2605 -2.3153
O 1.2254 -0.1846 -1.8855
O 0.6231 -1.3399 -0.4690
C -0.4608 -1.8228 2.9322
C -1.1545 -2.0607 4.2467
O -0.3606 -1.4442 5.2735
O 0.4941 -2.8656 2.7062
H 0.1260 -0.9047 2.9074
H -1.2651 -1.9667 2.2067
H -1.1063 -3.1132 4.5459
H -2.2182 -1.8143 4.2065
H -0.9539 -1.3448 6.0238
H 1.0693 -2.7690 1.9387
C -2.0424 2.4003 -2.7696
C -1.0522 2.1225 -3.8716
O -0.7985 0.7118 -3.9174
O -3.2607 1.7826 -3.1148
H -1.9910 3.4940 -2.7692
H -1.7749 2.0669 -1.7668
H -0.0987 2.6439 -3.7455
H -1.4122 2.6331 -4.7698
H -0.0895 0.5006 -3.2821
H -3.2497 0.8256 -3.1610

## Properties
* total charge: -3
* E_tot: -56666.7478 eV

***

Here is a 3-piece molecular cluster, C6H12O2 overall from OMol25. Energies are from ωB97M-V with the def2-TZVPD basis set.

Atoms and positions in Å:
C -0.2196 -0.4528 0.3314
C -2.5179 0.3579 -0.4319
C -0.4040 0.7815 -0.2628
C 2.9824 -0.2205 -0.8799
C -0.4512 -0.7077 1.7845
C 2.0432 0.0029 0.3015
O -2.8406 0.1852 -1.7708
O 2.4846 0.2148 1.3991
H -2.6539 0.9992 -2.2510
H -0.2988 -1.3209 -0.3177
H -2.8746 1.2889 0.0141
H -2.8546 -0.5135 0.1216
H -0.3443 1.6714 0.3527
H -0.1747 0.8863 -1.3160
H 2.8367 -1.2321 -1.2712
H 2.6939 0.4792 -1.6706
H 4.0387 -0.0943 -0.6245
H -1.3090 -1.3592 1.9535
H -0.5800 0.2190 2.3441
H 0.4440 -1.1853 2.1940

## Properties
* total charge: 0
* E_tot: -10506.4456 eV

***

Table of energy above the lowest of the compared OMol25 structures with the same formula, charge and spin (kcal/mol), in record order: 0.0 135.2